Formula: C9H14OS
Source: the Open Molecules 2025 dataset
Level of theory: wB97M-V/def2-TZVPD

Last column: natural (NBO) charge in e.
Positions of all 25 atoms, in Å:
C: 2.05078 -0.82977 -0.93211  -0.473
C: 1.05945 -0.32768 -1.72203  -0.102
C: -0.13944 0.00045 -1.14302  0.062
C: -0.06312 -0.48141 0.61955  -0.186
C: 1.09774 -0.48520 -3.19785  -0.617
C: -1.28621 0.63434 -1.69287  -0.692
C: -0.91209 -0.88085 2.96801  -0.606
C: -0.51996 1.54647 1.79794  -0.600
C: -0.88746 0.00012 1.68448  -0.351
O: 2.22720 -1.58863 1.65767  -0.947
S: 1.69065 -0.58834 0.73218  1.379
H: 3.09194 -0.87209 -1.11196  0.239
H: 0.07697 -0.42298 -3.58645  0.215
H: 1.46594 -1.43427 -3.53026  0.230
H: 1.76335 0.37460 -3.79839  0.213
H: -1.60600 0.19914 -2.66060  0.231
H: -1.11827 1.77465 -1.83565  0.231
H: -2.20537 0.53471 -1.05330  0.235
H: -0.57594 -1.88793 2.73708  0.240
H: -1.84908 -0.64240 3.51588  0.217
H: -0.17343 -0.51766 3.65138  0.212
H: -1.39423 2.24069 2.18301  0.208
H: -0.21130 1.92593 0.79374  0.218
H: 0.31016 1.75065 2.54991  0.217
H: -1.89226 -0.02255 1.37367  0.224

Properties
E = -824.5518 Eh
Orbital gap (alpha / beta) = 7.289 / 7.155 eV
Lowest unoccupied orbital energy (alpha / beta) = -0.55 / -0.68 eV

=====

Formula: C9H14OSSi
Source: the Open Molecules 2025 dataset
Level of theory: wB97M-V/def2-TZVPD

Last column: Löwdin spin population.
Positions of all 26 atoms, in Å:
C: -4.01489 -1.55454 1.38347  0.299
C: -2.64710 -1.32229 1.64497  0.338
C: -4.35586 -1.24045 0.10762  0.288
C: -1.95135 -0.83860 0.57523  0.275
C: 1.29251 1.13387 -2.49323  0.000
C: 1.17480 1.77618 -1.14429  0.001
C: 2.42585 0.99752 -3.16061  0.001
C: -0.07595 1.36967 -0.36643  0.009
C: 1.23386 -1.22546 2.56713  0.000
O: 0.71444 -0.26215 1.70087  -0.001
Si: -0.13997 -0.39445 0.33158  0.044
S: -3.01338 -0.65346 -0.78757  0.699
H: -4.71153 -1.93905 2.10834  0.010
H: -2.18982 -1.49886 2.60227  0.014
H: -5.30999 -1.32512 -0.37221  0.011
H: 0.43073 -1.41351 -0.56475  0.007
H: 0.35549 0.81816 -2.93547  0.000
H: 2.07059 1.57701 -0.55280  0.000
H: 1.13065 2.86182 -1.30126  0.000
H: 2.47460 0.56757 -4.14576  0.000
H: 3.36665 1.30681 -2.73823  0.000
H: -0.18401 2.06026 0.47338  0.000
H: -0.94136 1.52424 -1.01044  0.002
H: 2.32025 -1.11611 2.59949  0.000
H: 0.98999 -2.23941 2.24858  0.000
H: 0.83309 -1.05674 3.56892  0.000

Properties
E = -1114.0902 Eh
Orbital gap (alpha / beta) = 5.508 / 5.116 eV
2S+1 = 3
Lowest unoccupied orbital energy (alpha / beta) = 0.76 / -3.34 eV
<S²> = 2.005

=====

Formula: C9H14S
Source: the Open Molecules 2025 dataset
Level of theory: wB97M-V/def2-TZVPD

Last column: natural (NBO) charge in e.
Positions of all 24 atoms, in Å:
C: -1.68324 2.21986 -0.20585  -0.636
C: -1.21587 1.04760 -0.98968  -0.054
C: -0.16423 1.24899 -1.91368  -0.220
C: 0.28833 0.05694 -2.58513  -0.195
C: -0.33508 -1.17861 -2.31838  -0.233
C: -1.40836 -1.34113 -1.43548  -0.209
C: -1.77690 -0.21349 -0.64455  -0.207
H: -2.74968 2.38311 -0.23735  0.220
H: -1.37289 3.24224 -0.86731  0.213
H: -1.59377 2.08886 0.84957  0.226
H: 0.54511 2.16670 -2.10401  0.231
H: 1.05830 0.14480 -3.26313  0.202
H: 0.05741 -2.02402 -2.91909  0.211
H: -1.65427 -2.37711 -0.93226  0.221
H: -2.62732 -0.41147 0.10258  0.225
C: 2.19728 -1.66354 2.26043  -0.807
S: 0.88497 -0.65093 1.75042  0.226
C: 1.21911 0.99033 2.33244  -0.767
H: 2.84010 -1.32296 3.10096  0.231
H: 1.87002 -2.79540 2.33250  0.243
H: 2.92666 -1.71164 1.34871  0.213
H: 0.73154 1.67661 1.74233  0.228
H: 2.26604 1.40106 2.42663  0.223
H: 0.81699 0.95246 3.41238  0.215

Properties
E = -749.4139 Eh
Orbital gap = 8.973 eV
Lowest unoccupied orbital energy = 0.92 eV

=====

Formula: C9H14S
Source: the Open Molecules 2025 dataset
Level of theory: wB97M-V/def2-TZVPD

Last column: natural (NBO) charge in e.
Positions of all 24 atoms, in Å:
C: 2.41234 0.26048 2.20271  -0.634
C: 1.30068 -0.52066 1.51413  0.013
C: -0.01002 -0.08254 1.68943  -0.234
C: -1.00132 -0.73284 0.99342  -0.203
C: -0.74299 -1.81776 0.19772  -0.232
C: 0.59053 -2.22083 -0.05310  -0.196
C: 1.60889 -1.54966 0.61809  -0.229
H: 1.96861 0.50111 3.18139  0.210
H: 2.58381 1.21087 1.71665  0.226
H: 3.28201 -0.35670 2.41624  0.218
H: -0.18067 0.72335 2.39156  0.212
H: -2.01886 -0.41516 1.17592  0.209
H: -1.60104 -2.32618 -0.20588  0.211
H: 0.75021 -2.84542 -0.92108  0.215
H: 2.62180 -1.92841 0.54131  0.212
C: -1.91560 1.86735 -0.74660  -0.744
S: -0.72602 2.35840 -2.01235  0.146
C: -0.62000 0.85077 -3.11109  -0.724
H: -1.37520 1.70094 0.17519  0.220
H: -2.70472 2.61437 -0.64712  0.220
H: -2.48036 1.00270 -1.09673  0.222
H: 0.45167 0.67101 -3.11404  0.224
H: -1.03988 1.09442 -4.08171  0.215
H: -1.15389 -0.05959 -2.82406  0.222

Properties
E = -749.4856 Eh
Orbital gap = 9.252 eV
Lowest unoccupied orbital energy = 0.92 eV

=====

Formula: C9H14S
Source: the Open Molecules 2025 dataset
Level of theory: wB97M-V/def2-TZVPD

Last column: natural (NBO) charge in e.
Positions of all 24 atoms, in Å:
C: 0.69387 1.88747 -0.71606  -0.633
C: 1.24692 0.57625 -0.21672  -0.004
C: 0.43222 -0.33355 0.46636  -0.221
C: 0.94743 -1.53271 0.95867  -0.204
C: 2.29441 -1.84328 0.77215  -0.227
C: 3.11813 -0.94809 0.08972  -0.205
C: 2.59508 0.24896 -0.39945  -0.223
H: -0.37430 1.78301 -0.97043  0.218
H: 1.23921 2.21765 -1.61617  0.216
H: 0.79615 2.66304 0.06151  0.224
H: -0.63012 -0.09808 0.61333  0.210
H: 0.28936 -2.23318 1.48960  0.214
H: 2.70236 -2.78772 1.15584  0.214
H: 4.17854 -1.18573 -0.06728  0.214
H: 3.24879 0.94660 -0.93942  0.209
C: 3.20390 5.10465 3.49135  -0.754
S: 1.80550 4.46381 4.42706  0.195
C: 2.49281 2.85283 4.84433  -0.754
H: 2.94764 6.12057 3.14664  0.232
H: 3.42057 4.47820 2.60975  0.212
H: 4.11287 5.16304 4.11342  0.212
H: 2.72172 2.26517 3.93943  0.215
H: 3.41403 2.95001 5.44309  0.211
H: 1.74273 2.30499 5.43919  0.232

Properties
E = -749.5101 Eh
Orbital gap = 9.306 eV
Lowest unoccupied orbital energy = 0.81 eV

=====

Formula: C9H15F3N2
Source: the Open Molecules 2025 dataset
Level of theory: wB97M-V/def2-TZVPD

Last column: natural (NBO) charge in e.
Positions of all 29 atoms, in Å:
C: 0.69211 -0.94359 -0.45142  0.109
C: 0.84511 0.33213 -0.90332  0.137
C: -0.81816 0.21586 0.58297  0.467
C: 1.20103 -2.22615 -1.07862  -0.659
C: 1.75070 0.95555 -1.87875  -0.650
C: -1.41211 0.64571 1.96339  -0.657
C: -0.84359 -2.20569 1.03741  -0.408
C: -0.18552 2.50775 -0.11404  -0.393
C: -2.73056 0.20272 -0.48973  0.735
N: -0.24422 -1.00131 0.57514  -0.426
N: 0.02010 1.10700 -0.09044  -0.404
F: -3.73847 0.84334 0.08065  -0.361
F: -2.54749 0.84883 -1.75026  -0.410
F: -3.25319 -1.06146 -0.72253  -0.391
H: 2.30883 -2.07047 -1.38065  0.226
H: 0.63255 -2.70138 -1.90231  0.235
H: 1.39380 -2.88277 -0.20726  0.220
H: 1.91412 2.00083 -1.74649  0.225
H: 1.37720 0.84671 -2.87973  0.232
H: 2.73769 0.44696 -1.80931  0.230
H: -2.15816 0.01512 2.37904  0.235
H: -1.70980 1.70879 1.92628  0.225
H: -0.51637 0.87030 2.65562  0.214
H: -0.37391 -2.72161 1.83941  0.203
H: -1.81008 -1.93665 1.51189  0.224
H: -0.97803 -2.97111 0.21583  0.218
H: 0.73994 3.05404 0.25119  0.198
H: -0.25559 2.80740 -1.19462  0.209
H: -1.06072 2.59972 0.40739  0.217

Properties
E = -760.9439 Eh
Orbital gap = 7.596 eV
Lowest unoccupied orbital energy = 0.75 eV

=====

Formula: C9H15F7N3O7RhS2
Source: the Open Molecules 2025 dataset
Level of theory: wB97M-V/def2-TZVPD

Last column: natural (NBO) charge in e.
Positions of all 44 atoms, in Å:
Rh: 0.24346 -0.90950 0.85908  1.371
N: -1.04330 -0.71149 2.37953  -0.669
C: -0.48311 -1.06104 3.70095  -0.226
C: 0.77743 -0.24764 3.93429  -0.538
C: 1.97947 -0.84573 3.21209  0.778
O: 2.97236 -1.15515 3.82993  -0.602
O: 1.87865 -0.98377 1.91363  -0.651
H: -1.37592 0.25111 2.36966  0.396
H: -1.81282 -1.33165 2.13507  0.414
H: -0.26936 -2.12869 3.67411  0.239
H: -1.23025 -0.87025 4.47374  0.200
H: 1.01767 -0.19592 4.99284  0.246
H: 0.62159 0.77267 3.56815  0.217
F: 0.82678 -4.00517 -3.28018  -0.304
C: 1.05356 -3.52294 -2.06137  0.741
F: 0.06032 -3.86620 -1.25468  -0.290
F: 2.19731 -4.00137 -1.59889  -0.293
S: 1.18949 -1.68530 -2.20650  2.271
O: 1.46375 -1.17808 -0.86351  -0.950
O: 2.21744 -1.46855 -3.16235  -0.880
N: -0.21638 -1.24409 -2.76077  -1.225
S: -1.42817 -0.67119 -1.97461  2.263
O: -1.40426 -0.87670 -0.52090  -0.961
O: -1.78843 0.64443 -2.40314  -0.913
C: -2.81477 -1.75964 -2.51060  0.740
F: -2.52604 -3.03091 -2.28095  -0.296
F: -3.90454 -1.42542 -1.82308  -0.305
F: -3.04388 -1.58277 -3.80379  -0.296
C: -1.36786 3.12850 0.16341  -0.408
N: -0.08552 2.96514 -0.52159  -0.378
C: 0.23805 3.85448 -1.63386  -0.411
C: 0.69591 1.95488 -0.16494  0.729
C: 2.04425 1.77403 -0.79003  -0.729
O: 0.31763 1.19678 0.76474  -0.712
H: -1.92198 3.92542 -0.32245  0.212
H: -1.20461 3.38964 1.20940  0.209
H: -1.94783 2.21296 0.10502  0.225
H: -0.34245 4.76618 -1.52844  0.215
H: -0.01278 3.38847 -2.58776  0.221
H: 1.29074 4.12440 -1.62096  0.217
H: 2.06550 2.02402 -1.84730  0.235
H: 2.36513 0.74514 -0.64576  0.281
H: 2.74862 2.42111 -0.26155  0.251
F: -0.04087 -2.78021 1.14432  -0.634

Properties
E = -2648.9168 Eh
Orbital gap = 9.366 eV
Lowest unoccupied orbital energy = -0.10 eV

=====

Formula: C9H15FO2Si2
Source: the Open Molecules 2025 dataset
Level of theory: wB97M-V/def2-TZVPD

Last column: natural (NBO) charge in e.
Positions of all 29 atoms, in Å:
C: -0.58049 -2.93939 0.56492  -1.091
Si: 0.99085 -1.83136 0.48107  1.894
C: 1.64439 -1.74341 2.25886  -1.132
C: 2.38036 -2.48561 -0.55716  -1.157
O: 0.72247 -0.25406 -0.06240  -1.291
Si: 1.07585 1.29306 -0.67764  2.354
O: 2.05767 1.16591 -1.93101  -1.126
F: 2.07717 2.02863 0.39658  -0.655
C: -0.65089 1.92473 -0.79579  -0.562
C: -1.70393 1.18143 -1.30563  -0.165
C: -3.03569 1.56389 -1.19298  -0.227
C: -3.25127 2.65153 -0.41290  -0.182
C: -2.27397 3.39665 0.21648  -0.232
C: -0.94904 3.09909 -0.00513  -0.173
H: -1.17286 -2.74559 1.47916  0.244
H: -1.10952 -3.17540 -0.23455  0.224
H: -0.21824 -3.86945 0.91971  0.234
H: 2.71634 -1.54447 2.25002  0.235
H: 1.23351 -0.90550 2.77676  0.240
H: 1.51899 -2.81771 2.81998  0.230
H: 2.86957 -3.29744 -0.05997  0.235
H: 1.97922 -2.88497 -1.51457  0.237
H: 3.21271 -1.71905 -0.80890  0.252
H: 2.82989 1.69038 -2.16181  0.526
H: -1.25570 0.37169 -1.86259  0.218
H: -3.81003 1.04162 -1.72958  0.224
H: -4.34638 3.00340 -0.40494  0.208
H: -2.63157 4.11015 0.92304  0.215
H: -0.31941 3.69128 0.63097  0.223

Properties
E = -1181.4746 Eh
Orbital gap = 10.078 eV
Lowest unoccupied orbital energy = 0.60 eV

=====

Which formula does entry 6 have?
C9H15F3N2

=====

Which formula does entry 8 have?
C9H15FO2Si2

=====

Look up the E of the fourth one.
-749.4856 Eh